Record 1
Below is C28H35BBaN13O2S as an isolated structure, with properties calculated with the ωB97M-V functional and the def2-TZVPD basis.

- Molar mass: 765.88 g mol⁻¹
- E: -65275.6598 eV
- LUMO: -2.33 eV
- Orbital gap: 6.4 eV
- Charge: +1

Last column: Löwdin charge in e.
Atoms and positions in Å:
Ba 0.68860 0.25442 0.53327  1.542
N 1.14561 -1.48172 5.20455  0.039
C 1.09535 -0.41343 4.39754  -0.154
N 0.58847 -0.76666 3.23896  0.023
C 0.33603 -2.09747 3.39882  -0.334
N 0.66234 -2.56895 4.58140  0.137
C -0.27368 -2.91359 2.34189  -0.227
C -0.69664 -4.22023 2.56993  -0.059
N -1.23683 -4.95404 1.60660  0.104
C -1.37952 -4.37682 0.41838  -0.096
C -0.97376 -3.06948 0.18564  -0.101
N -0.40591 -2.34366 1.14423  0.026
H 1.46190 -1.54208 6.15810  0.163
H 1.40709 0.57713 4.68748  0.119
H -0.58882 -4.66724 3.55003  0.120
H -1.83105 -4.96504 -0.37088  0.114
H -1.13207 -2.58557 -0.77197  0.098
N 5.66891 0.41571 1.33929  0.119
C 5.58536 1.78201 1.21924  -0.061
C 4.28153 2.04356 0.92600  -0.123
N 3.57196 0.87247 0.85739  0.011
C 4.43117 -0.09085 1.11569  -0.301
C 4.04790 -1.49363 1.14765  -0.296
N 2.81001 -1.89400 0.95054  0.051
C 2.83922 -3.26151 1.04838  -0.120
C 4.10751 -3.68815 1.30322  -0.056
N 4.87139 -2.54964 1.36736  0.123
H 6.51245 -0.09553 1.53332  0.159
H 6.43946 2.42119 1.35122  0.119
H 3.81082 2.99920 0.77206  0.107
H 1.95542 -3.86199 0.91454  0.099
H 4.52850 -4.66864 1.43421  0.121
H 5.86713 -2.53141 1.50481  0.160
N 5.99516 -2.09588 -3.17886  0.169
C 4.86052 -1.92674 -3.23828  -0.174
C 3.44499 -1.69061 -3.22128  -0.196
C 2.57937 -2.16713 -4.20041  0.008
C 1.22861 -1.90324 -4.06034  -0.022
C 0.78973 -1.19793 -2.94914  -0.107
N 1.61990 -0.74755 -2.00189  -0.032
C 2.91810 -0.97575 -2.15118  -0.103
H 2.95951 -2.72635 -5.04448  0.130
H 0.51585 -2.24468 -4.79724  0.116
H -0.26438 -0.98390 -2.79502  0.095
H 3.57971 -0.57935 -1.39248  0.097
C 0.14654 5.80838 2.73817  -0.055
N -0.60012 4.99385 1.81233  -0.167
C -1.55269 5.59196 0.88384  -0.099
C -2.09533 4.37705 0.11372  -0.113
N -1.28341 3.28560 0.63664  0.015
C -0.47277 3.66845 1.62370  -0.803
S 0.56112 2.68011 2.54729  0.497
H -0.53226 6.32686 3.41784  0.096
H 0.73548 6.55341 2.19777  0.095
H 0.81106 5.17031 3.31251  0.041
H -1.04520 6.31142 0.23654  0.125
H -2.33185 6.12253 1.43344  0.125
H -1.96601 4.47042 -0.96352  0.122
H -3.14937 4.18928 0.31375  0.122
H -1.49223 2.31508 0.35486  0.011
C -3.97805 1.73650 -3.16553  -0.014
C -4.04475 0.95767 -1.85640  -0.484
C -5.39784 1.17883 -1.20117  -0.010
O -3.02179 1.50582 -0.99091  -0.016
B -1.90329 0.67752 -0.94423  -0.608
O -2.22567 -0.52707 -1.60207  -0.066
C -3.62538 -0.53656 -1.98879  -0.484
C -3.72775 -1.10162 -3.39641  -0.012
C -4.33960 -1.46533 -1.01242  -0.014
H -4.11528 2.79499 -2.94352  0.091
H -4.76001 1.42933 -3.86141  0.093
H -3.00818 1.61735 -3.64884  0.093
H -5.61431 2.24688 -1.16974  0.090
H -5.41328 0.79825 -0.18201  0.087
H -6.19268 0.69292 -1.77048  0.096
H -3.09051 -0.55799 -4.09154  0.083
H -4.75520 -1.06000 -3.76273  0.098
H -3.41772 -2.14783 -3.39158  0.088
H -4.22405 -1.11635 0.01400  0.097
H -3.89712 -2.46015 -1.08578  0.081
H -5.40341 -1.55311 -1.23560  0.093



Record 2
Below is one molecule with the formula C6H4O, with properties calculated with the ωB97M-V functional and the def2-TZVPD basis.

- Molar mass: 92.10 g mol⁻¹
- E: -8330.1544 eV
- LUMO: -0.26 eV
- Orbital gap: 10.0 eV
- Charge: 0

Last column: Löwdin charge in e.
Atoms and positions in Å:
C 2.02831 0.49372 -1.35298  -0.088
C 0.84338 -0.11786 -0.75792  -0.040
C -0.12687 -0.61510 -0.23937  0.059
C -1.26250 -1.18616 0.46390  -0.448
O -1.65348 -2.32216 0.29919  0.109
C -1.89301 -0.27187 1.41226  -0.035
C -2.38663 0.50105 2.19244  0.153
H 1.80885 0.87538 -2.35465  0.085
H 2.84225 -0.23305 -1.43570  0.084
H 2.37298 1.33084 -0.73897  0.083
H -2.81526 1.19925 2.87852  0.039



Q: Which formula does entry 1 have?
A: C28H35BBaN13O2S



Q: Among the records above, which one has the lowest LUMO?
A: C28H35BBaN13O2S